This record from OMol25 describes a structure of composition C10F30KLiN5O20S10 in a non-equilibrium geometry. The level of theory is ωB97M-V/def2-TZVPD.

Calculated values
- HOMO energy: -3.18 eV
- HOMO-LUMO gap: 6.118 eV
- Charge: -3
- E_tot: -265171.544 eV
- Spin multiplicity: 1

Cartesian coordinates (Å):
K: 4.87 -1.80 0.57
Li: 1.06 1.22 1.79
C: -2.98 -5.62 4.49
F: -1.79 -6.10 4.08
F: -3.48 -6.17 5.60
F: -2.95 -4.29 4.65
S: -4.36 -6.02 3.18
O: -4.28 -7.44 2.91
O: -5.57 -5.62 3.88
N: -3.97 -5.18 1.72
S: -4.77 -3.89 1.83
O: -6.14 -4.05 1.31
O: -4.69 -3.10 3.07
C: -3.92 -2.78 0.45
F: -2.65 -3.09 0.13
F: -4.64 -2.75 -0.69
F: -3.96 -1.51 0.90
C: -2.23 0.92 -9.28
F: -3.56 0.97 -9.08
F: -2.02 -0.26 -9.87
F: -1.88 1.96 -10.08
S: -1.30 0.87 -7.63
O: -1.35 2.29 -7.18
O: -1.91 -0.17 -6.83
N: 0.33 0.45 -8.12
S: 1.02 0.81 -6.78
O: 1.31 2.25 -6.81
O: 0.56 0.32 -5.44
C: 2.78 0.05 -7.12
F: 2.69 -1.10 -7.79
F: 3.53 0.99 -7.76
F: 3.40 -0.21 -5.92
C: 2.49 1.65 -2.04
F: 3.34 1.21 -3.01
F: 3.19 2.24 -1.07
F: 1.60 2.55 -2.51
S: 1.43 0.16 -1.35
O: 0.77 -0.33 -2.57
O: 2.50 -0.82 -0.89
N: 0.60 0.78 0.02
S: -0.83 0.77 -0.62
O: -0.87 1.45 -1.97
O: -1.49 -0.58 -0.62
C: -1.93 1.77 0.67
F: -3.12 1.20 0.62
F: -1.30 1.48 1.82
F: -2.06 3.07 0.30
C: 4.72 1.24 2.11
F: 5.24 0.15 2.69
F: 5.51 2.01 1.48
F: 3.80 0.88 1.16
S: 3.63 2.29 3.39
O: 3.38 1.38 4.46
O: 4.58 3.37 3.73
N: 2.32 2.69 2.26
S: 2.61 4.15 1.99
O: 2.60 5.05 3.18
O: 3.61 4.50 0.99
C: 1.00 4.64 1.04
F: 0.98 5.94 0.76
F: 0.99 3.98 -0.09
F: -0.11 4.42 1.71
C: 0.30 -2.51 2.23
F: 0.38 -1.93 1.00
F: -0.94 -2.51 2.70
F: 0.76 -3.70 2.35
S: 1.37 -1.31 3.33
O: 1.55 -2.01 4.57
O: 2.63 -1.08 2.62
N: 0.47 0.12 3.37
S: 0.05 0.28 4.87
O: -1.18 -0.44 5.28
O: 1.09 0.22 5.95
C: -0.58 2.10 4.90
F: -0.54 2.46 6.21
F: 0.25 2.93 4.28
F: -1.88 2.15 4.53


This record from OMol25 describes a structure of composition C38H47N3O5SSeSiTi in a non-equilibrium geometry. The level of theory is ωB97M-V/def2-TZVPD.

Calculated values
- HOMO energy: -2.06 eV
- HOMO-LUMO gap: 6.448 eV
- Charge: -2
- E_tot: -162059.889 eV
- Spin multiplicity: 1

Cartesian coordinates (Å):
Ti: -1.91 -0.06 1.14
O: -2.06 1.50 2.04
C: -1.16 2.40 2.32
C: -1.49 3.76 2.25
C: -0.58 4.75 2.54
C: 0.71 4.41 2.94
C: 1.07 3.08 3.03
C: 0.17 2.06 2.73
C: 0.53 0.68 2.90
N: -0.30 -0.25 2.59
N: -0.05 -1.54 2.95
C: -1.18 -2.22 2.92
O: -2.31 -1.71 2.66
C: -1.10 -3.65 3.35
C: 0.11 -4.33 3.36
C: 0.18 -5.64 3.80
C: -0.97 -6.28 4.25
C: -2.18 -5.61 4.23
C: -2.25 -4.31 3.77
H: -2.50 4.02 1.95
H: -0.86 5.79 2.45
H: 1.43 5.19 3.16
H: 2.07 2.82 3.33
H: 1.49 0.44 3.36
H: 0.99 -3.81 3.00
H: 1.13 -6.16 3.81
H: -0.92 -7.30 4.60
H: -3.08 -6.12 4.58
H: -3.19 -3.78 3.74
C: -2.04 0.96 -0.74
H: -1.13 0.79 -1.32
H: -2.13 2.04 -0.59
H: -2.89 0.65 -1.37
Se: -1.14 -3.38 -2.24
C: -1.15 -2.30 -0.89
N: -1.22 -1.61 0.05
C: 1.11 -0.98 -4.50
C: 1.33 0.51 -4.26
C: 2.69 0.94 -4.83
C: 0.21 1.33 -4.91
O: 1.27 0.78 -2.88
Si: 2.29 0.44 -1.64
S: 1.28 0.46 0.14
O: 3.54 1.55 -1.68
C: 3.50 2.86 -1.17
C: 2.16 3.53 -1.45
C: 3.75 2.84 0.34
C: 4.64 3.62 -1.88
O: 3.06 -0.93 -2.12
C: 4.04 -1.71 -1.50
C: 4.04 -1.57 0.02
C: 3.75 -3.17 -1.87
C: 5.41 -1.29 -2.06
H: 1.11 -1.20 -5.57
H: 0.15 -1.28 -4.07
H: 1.88 -1.54 -4.00
H: 2.71 0.81 -5.91
H: 3.47 0.35 -4.36
H: 2.87 1.99 -4.59
H: 0.16 1.13 -5.98
H: 0.37 2.39 -4.75
H: -0.74 1.06 -4.45
H: 1.39 3.05 -0.85
H: 1.90 3.41 -2.50
H: 2.21 4.59 -1.19
H: 2.97 2.22 0.80
H: 3.70 3.85 0.75
H: 4.72 2.39 0.56
H: 4.46 3.64 -2.95
H: 5.58 3.12 -1.69
H: 4.70 4.65 -1.51
H: 3.05 -1.80 0.41
H: 4.27 -0.54 0.29
H: 4.78 -2.24 0.46
H: 2.76 -3.45 -1.50
H: 4.49 -3.84 -1.44
H: 3.75 -3.30 -2.95
H: 5.55 -0.23 -1.84
H: 5.43 -1.42 -3.14
H: 6.21 -1.87 -1.61
C: -7.45 1.89 1.16
C: -6.17 2.45 1.03
C: -5.06 1.65 0.99
C: -5.15 0.24 1.03
C: -3.99 -0.59 0.90
C: -4.25 -1.95 0.77
C: -5.54 -2.51 0.88
C: -6.63 -1.71 1.08
C: -6.47 -0.32 1.12
C: -7.59 0.54 1.22
H: -8.32 2.54 1.20
H: -6.07 3.53 0.96
H: -4.06 2.08 0.91
H: -3.44 -2.63 0.59
H: -5.65 -3.58 0.83
H: -7.62 -2.14 1.20
H: -8.58 0.09 1.32